1.
ORCA calculation (ωB97M-V/def2-TZVPD) on one molecule with the formula C5H3NO at a distorted geometry.

CARTESIAN COORDINATES (ANGSTROEM)
C  -2.220  0.202  -0.095
C  -1.262  -1.231  0.165
C  -1.265  1.024  0.080
C  0.704  0.092  0.079
C  2.050  -0.052  0.022
N  -0.072  1.226  0.219
O  -0.050  -1.090  0.110
H  -3.227  0.151  -0.442
H  2.539  -0.984  -0.057
H  2.803  0.662  -0.081

Forces on the atoms, in the same order (eV/Å):
C 0.017 -1.883 0.625
C -3.718 1.111 -0.932
C -0.181 -0.043 -0.775
C 3.573 1.751 0.004
C -1.989 -0.499 -0.242
N 1.445 0.035 0.480
O 1.104 -0.747 0.514
H -0.102 -0.279 0.167
H -0.371 -1.372 0.118
H 0.222 1.925 0.041

Values from the calculation:
Electronic energy ... -322.09860 Eh
Gap between HOMO and LUMO ... 8.06 eV
Total charge ... 0
ΔE to the lowest compared entry with this formula, charge and spin ... 507.23 kJ/mol
2S+1 ... 1

***

2.
ORCA calculation (ωB97M-V/def2-TZVPD) on one molecule with the formula C5H3NO at a distorted geometry.

CARTESIAN COORDINATES (ANGSTROEM)
N  -1.487  2.701  -0.534
C  -0.889  1.751  -0.200
C  -0.023  0.492  -0.174
C  -0.215  0.895  1.079
O  0.545  -1.524  1.262
C  0.520  -1.692  0.049
C  0.219  -0.623  -0.897
H  0.439  1.431  1.760
H  0.726  -2.688  -0.376
H  0.165  -0.742  -1.969

Forces on the atoms, in the same order (eV/Å):
N 0.600 -0.851 0.252
C -0.664 1.057 -0.582
C -0.081 -0.119 0.477
C 0.242 -0.219 -0.138
O 0.048 -0.103 -0.408
C 0.055 0.001 0.230
C -0.031 0.071 0.032
H -0.108 0.015 -0.072
H -0.022 0.092 0.005
H -0.038 0.056 0.204

Values from the calculation:
Electronic energy ... -322.12156 Eh
Gap between HOMO and LUMO (alpha / beta) ... 7.55 / 7.55 eV
Total charge ... 0
ΔE to the lowest compared entry with this formula, charge and spin ... 446.96 kJ/mol
2S+1 ... 1